1.
{"formula": "C53H120F6N9O13S6", "method": "ωB97M-V with the def2-TZVPD basis set", "e_lumo_ev": -5.8, "charge": 3, "elements": ["C", "C", "C", "C", "N", "C", "C", "C", "C", "C", "H", "H", "H", "H", "H", "H", "H", "H", "H", "H", "H", "H", "H", "H", "H", "H", "H", "H", "H", "H", "C", "C", "C", "C", "N", "C", "C", "C", "C", "C", "H", "H", "H", "H", "H", "H", "H", "H", "H", "H", "H", "H", "H", "H", "H", "H", "H", "H", "H", "H", "C", "C", "C", "C", "N", "C", "C", "C", "C", "C", "H", "H", "H", "H", "H", "H", "H", "H", "H", "H", "H", "H", "H", "H", "H", "H", "H", "H", "H", "H", "C", "C", "C", "C", "N", "C", "C", "C", "C", "C", "H", "H", "H", "H", "H", "H", "H", "H", "H", "H", "H", "H", "H", "H", "H", "H", "H", "H", "H", "H", "C", "C", "C", "C", "N", "C", "C", "C", "C", "C", "H", "H", "H", "H", "H", "H", "H", "H", "H", "H", "H", "H", "H", "H", "H", "H", "H", "H", "H", "H", "C", "C", "N", "C", "C", "C", "C", "C", "O", "C", "H", "H", "H", "H", "H", "H", "H", "H", "H", "H", "H", "H", "H", "H", "H", "H", "H", "H", "H", "H", "N", "S", "O", "O", "F", "S", "O", "O", "F", "N", "S", "O", "O", "F", "S", "O", "O", "F", "N", "S", "O", "O", "F", "S", "O", "O", "F"], "xyz": [[1.75, 3.20, -3.55], [2.60, 1.94, -3.82], [1.93, 1.06, -4.79], [2.87, -0.08, -5.10], [2.28, -1.00, -6.17], [0.99, -1.75, -5.72], [1.51, -2.77, -4.71], [2.95, -3.09, -5.16], [3.28, -2.13, -6.31], [1.95, -0.28, -7.51], [1.54, 3.75, -4.48], [2.32, 3.89, -2.93], [0.78, 2.93, -3.15], [2.91, 1.44, -2.89], [3.51, 2.33, -4.27], [1.80, 1.72, -5.65], [0.93, 0.67, -4.55], [3.25, -0.68, -4.26], [3.82, 0.31, -5.46], [0.59, -2.26, -6.58], [0.29, -0.99, -5.44], [0.82, -3.60, -4.62], [1.60, -2.32, -3.72], [3.16, -4.10, -5.49], [3.60, -2.88, -4.31], [3.15, -2.66, -7.26], [4.28, -1.69, -6.28], [1.25, 0.50, -7.25], [1.44, -1.00, -8.15], [2.88, 0.18, -7.83], [3.02, -8.52, 4.67], [3.21, -7.04, 4.59], [2.14, -6.31, 3.76], [2.29, -6.85, 2.36], [1.37, -6.20, 1.34], [1.63, -6.76, -0.09], [2.42, -5.67, -0.82], [1.76, -4.39, -0.25], [1.69, -4.71, 1.27], [-0.01, -6.49, 1.70], [3.52, -9.02, 3.85], [1.99, -8.89, 4.71], [3.44, -9.02, 5.55], [4.13, -6.85, 4.06], [3.30, -6.52, 5.53], [2.27, -5.23, 3.71], [1.14, -6.50, 4.17], [2.27, -7.93, 2.40], [3.29, -6.52, 2.05], [0.66, -6.96, -0.55], [2.16, -7.70, -0.04], [2.28, -5.79, -1.90], [3.47, -5.73, -0.61], [0.73, -4.36, -0.65], [2.34, -3.48, -0.48], [0.92, -4.20, 1.83], [2.65, -4.53, 1.75], [-0.14, -7.57, 1.70], [-0.67, -5.99, 0.99], [-0.23, -6.12, 2.70], [1.34, 5.57, 2.13], [2.03, 4.38, 1.46], [3.51, 4.55, 1.41], [4.10, 3.28, 0.82], [5.57, 3.33, 0.48], [5.81, 4.33, -0.67], [7.04, 3.70, -1.39], [6.67, 2.25, -1.37], [6.00, 1.98, -0.07], [6.33, 3.69, 1.71], [1.60, 5.57, 3.18], [0.28, 5.45, 2.03], [1.76, 6.46, 1.70], [1.69, 4.27, 0.42], [1.71, 3.43, 1.91], [3.97, 4.82, 2.36], [3.69, 5.39, 0.74], [3.61, 2.90, -0.09], [3.96, 2.44, 1.50], [5.85, 5.37, -0.37], [4.92, 4.19, -1.31], [7.93, 3.96, -0.79], [7.21, 4.13, -2.38], [7.55, 1.66, -1.60], [6.01, 2.13, -2.22], [6.72, 1.58, 0.64], [5.11, 1.37, -0.16], [7.40, 3.64, 1.53], [6.11, 3.06, 2.56], [6.17, 4.72, 1.99], [-9.36, -0.74, 5.77], [-9.25, -2.02, 4.97], [-7.79, -2.35, 4.57], [-7.30, -1.18, 3.78], [-6.14, -1.60, 2.88], [-5.63, -0.35, 2.23], [-4.94, -0.91, 0.99], [-5.78, -2.16, 0.58], [-6.62, -2.50, 1.78], [-5.05, -2.23, 3.66], [-8.97, 0.15, 5.31], [-8.90, -0.66, 6.75], [-10.40, -0.59, 6.00], [-9.80, -1.89, 4.04], [-9.74, -2.82, 5.50], [-7.82, -3.22, 3.91], [-7.14, -2.58, 5.41], [-6.89, -0.34, 4.35], [-8.08, -0.80, 3.12], [-4.96, 0.13, 2.95], [-6.45, 0.28, 1.94], [-3.88, -1.04, 1.22], [-4.98, -0.19, 0.18], [-5.32, -3.01, 0.07], [-6.46, -1.83, -0.21], [-6.62, -3.53, 2.12], [-7.67, -2.26, 1.71], [-5.39, -3.21, 4.00], [-4.89, -1.57, 4.51], [-4.16, -2.30, 3.07], [-2.95, -2.90, -2.77], [-1.97, -2.62, -1.68], [-1.69, -1.14, -1.51], [-0.80, -1.01, -0.30], [-0.38, 0.37, -0.02], [0.70, 0.72, -1.05], [1.99, 0.09, -0.49], [1.81, -0.02, 1.00], [0.36, 0.54, 1.30], [-1.59, 1.30, 0.08], [-3.14, -3.95, -2.99], [-2.64, -2.46, -3.72], [-3.95, -2.54, -2.52], [-1.07, -3.18, -1.97], [-2.29, -3.06, -0.72], [-2.52, -0.45, -1.43], [-1.18, -0.79, -2.40], [0.09, -1.65, -0.47], [-1.25, -1.41, 0.60], [0.73, 1.81, -1.14], [0.35, 0.34, -1.99], [2.81, 0.71, -0.80], [2.12, -0.87, -0.99], [2.62, 0.36, 1.62], [1.83, -1.05, 1.34], [0.40, 1.57, 1.63], [-0.14, -0.03, 2.06], [-2.25, 0.95, 0.85], [-2.14, 1.30, -0.86], [-1.14, 2.27, 0.17], [-1.01, 5.76, -1.16], [-2.09, 5.15, -2.03], [-3.50, 5.49, -1.44], [-3.69, 4.75, -0.07], [-3.58, 7.03, -1.25], [-4.91, 7.46, -0.73], [-4.53, 5.05, -2.51], [-4.73, 3.58, -2.58], [-3.56, 2.90, -2.99], [-3.84, 1.48, -3.28], [-0.97, 5.54, -0.09], [-0.99, 6.83, -1.28], [0.00, 5.58, -1.55], [-2.01, 4.07, -2.12], [-2.10, 5.61, -3.01], [-3.28, 3.76, -0.18], [-4.73, 4.84, 0.19], [-3.09, 5.29, 0.63], [-3.31, 7.41, -2.23], [-2.79, 7.32, -0.57], [-5.80, 7.13, -1.24], [-5.01, 8.53, -0.62], [-5.01, 7.17, 0.33], [-4.18, 5.50, -3.44], [-5.51, 5.50, -2.40], [-5.59, 3.33, -3.22], [-5.04, 3.33, -1.56], [-2.90, 1.00, -3.54], [-4.52, 1.42, -4.13], [-4.27, 0.99, -2.42], [5.97, -1.78, -3.92], [6.71, -0.31, -4.45], [8.13, -0.13, -4.24], [5.92, 0.87, -4.39], [6.62, -0.71, -6.00], [5.68, -1.68, -2.44], [4.25, -1.74, -2.19], [6.46, -0.83, -1.56], [6.09, -3.17, -1.93], [3.48, -1.13, 5.75], [4.90, -0.21, 5.82], [4.76, 1.14, 5.41], [6.04, -0.97, 5.43], [5.06, -0.04, 7.41], [3.33, -1.81, 4.41], [3.67, -3.21, 4.31], [3.42, -1.14, 3.16], [1.69, -1.93, 4.55], [-2.64, 2.73, 5.00], [-2.33, 2.40, 3.34], [-2.76, 3.30, 2.29], [-2.24, 1.02, 2.90], [-0.74, 2.80, 3.45], [-4.15, 2.41, 5.31], [-4.61, 1.04, 5.30], [-5.11, 3.39, 4.86], [-4.08, 2.66, 6.86]]}

2.
{"formula": "C56H157N13O27", "method": "ωB97M-V with the def2-TZVPD basis set", "e_lumo_ev": 0.4, "elements": ["C", "O", "N", "N", "H", "H", "H", "H", "C", "O", "N", "N", "H", "H", "H", "H", "C", "O", "C", "C", "N", "C", "C", "O", "C", "H", "H", "H", "H", "H", "H", "H", "H", "H", "H", "H", "H", "H", "H", "H", "C", "O", "C", "C", "N", "C", "C", "O", "C", "H", "H", "H", "H", "H", "H", "H", "H", "H", "H", "H", "H", "H", "H", "H", "C", "O", "C", "C", "N", "C", "C", "O", "C", "H", "H", "H", "H", "H", "H", "H", "H", "H", "H", "H", "H", "H", "H", "H", "C", "O", "C", "C", "N", "C", "C", "O", "C", "H", "H", "H", "H", "H", "H", "H", "H", "H", "H", "H", "H", "H", "H", "H", "C", "O", "C", "C", "N", "C", "C", "O", "C", "H", "H", "H", "H", "H", "H", "H", "H", "H", "H", "H", "H", "H", "H", "H", "C", "O", "C", "C", "N", "C", "C", "O", "C", "H", "H", "H", "H", "H", "H", "H", "H", "H", "H", "H", "H", "H", "H", "H", "C", "O", "C", "C", "N", "C", "C", "O", "C", "H", "H", "H", "H", "H", "H", "H", "H", "H", "H", "H", "H", "H", "H", "H", "C", "O", "C", "C", "N", "C", "C", "O", "C", "H", "H", "H", "H", "H", "H", "H", "H", "H", "H", "H", "H", "H", "H", "H", "C", "O", "C", "C", "N", "C", "C", "O", "C", "H", "H", "H", "H", "H", "H", "H", "H", "H", "H", "H", "H", "H", "H", "H", "O", "H", "H", "O", "H", "H", "O", "H", "H", "O", "H", "H", "O", "H", "H", "O", "H", "H", "O", "H", "H"], "xyz": [[-6.51, -21.57, 19.03], [-5.66, -20.89, 19.68], [-7.29, -21.03, 18.10], [-6.55, -22.87, 19.01], [-7.24, -20.05, 17.89], [-7.82, -21.63, 17.48], [-5.91, -23.29, 19.68], [-7.15, -23.45, 18.46], [-1.36, -16.71, 13.41], [-2.40, -17.34, 13.31], [-0.52, -16.79, 12.49], [-1.03, -16.01, 14.43], [0.37, -16.33, 12.57], [-0.66, -17.45, 11.74], [-0.30, -15.32, 14.43], [-1.65, -16.08, 15.22], [3.82, -20.19, 23.89], [3.33, -20.33, 22.60], [3.87, -19.50, 21.56], [3.01, -19.74, 20.31], [1.64, -19.12, 20.23], [0.66, -19.51, 21.17], [-0.80, -18.83, 21.19], [-0.60, -17.47, 21.00], [-1.69, -16.67, 21.14], [4.90, -20.04, 23.89], [3.69, -21.14, 24.41], [3.33, -19.32, 24.34], [4.88, -19.88, 21.41], [3.98, -18.48, 21.92], [2.84, -20.81, 20.18], [3.58, -19.50, 19.42], [1.58, -18.13, 20.03], [1.06, -19.38, 22.17], [0.51, -20.59, 21.19], [-1.28, -19.09, 22.13], [-1.30, -19.21, 20.30], [-2.59, -16.99, 20.61], [-1.51, -15.70, 20.66], [-1.95, -16.56, 22.19], [7.15, -22.49, 20.60], [6.63, -23.59, 21.35], [5.25, -23.41, 21.68], [4.27, -23.47, 20.45], [4.06, -24.87, 20.00], [2.96, -24.91, 19.04], [3.17, -24.27, 17.59], [3.09, -22.88, 17.79], [2.75, -22.21, 16.60], [6.96, -21.61, 21.22], [6.69, -22.32, 19.62], [8.23, -22.50, 20.47], [5.06, -22.44, 22.13], [5.04, -24.21, 22.38], [4.63, -22.87, 19.62], [3.32, -23.06, 20.78], [4.96, -25.08, 19.59], [1.99, -24.54, 19.37], [2.78, -25.98, 18.93], [2.30, -24.52, 16.98], [4.09, -24.65, 17.15], [3.10, -21.18, 16.65], [1.70, -22.34, 16.34], [3.35, -22.58, 15.76], [2.73, -15.25, 11.94], [2.11, -16.11, 12.91], [3.09, -16.92, 13.56], [2.30, -17.76, 14.67], [1.96, -16.96, 15.87], [1.02, -17.55, 16.78], [0.59, -16.70, 18.05], [1.74, -16.24, 18.76], [1.97, -14.85, 18.68], [3.20, -15.87, 11.16], [3.48, -14.57, 12.32], [1.95, -14.69, 11.42], [3.77, -16.23, 14.05], [3.65, -17.62, 12.92], [3.01, -18.51, 15.02], [1.38, -18.18, 14.27], [1.68, -16.07, 15.48], [1.27, -18.54, 17.16], [0.09, -17.76, 16.25], [-0.04, -17.24, 18.75], [-0.05, -15.89, 17.70], [2.77, -14.57, 19.37], [1.05, -14.28, 18.83], [2.40, -14.48, 17.75], [-6.22, -8.58, 15.11], [-6.34, -9.85, 15.70], [-7.59, -9.95, 16.41], [-7.76, -11.44, 16.91], [-6.66, -11.97, 17.80], [-6.60, -11.28, 19.03], [-5.41, -11.77, 19.94], [-4.18, -11.19, 19.54], [-3.12, -11.36, 20.52], [-6.04, -7.83, 15.88], [-7.10, -8.41, 14.49], [-5.41, -8.44, 14.40], [-8.45, -9.94, 15.73], [-7.74, -9.26, 17.23], [-7.90, -12.04, 16.01], [-8.68, -11.57, 17.48], [-5.75, -11.82, 17.39], [-7.55, -11.59, 19.47], [-6.65, -10.20, 18.94], [-5.34, -12.85, 19.87], [-5.65, -11.55, 20.98], [-3.28, -10.81, 21.45], [-2.09, -11.09, 20.29], [-3.08, -12.41, 20.80], [-2.90, -9.64, 10.89], [-3.08, -9.56, 12.32], [-1.89, -8.90, 12.82], [-1.71, -9.14, 14.29], [-1.68, -10.54, 14.72], [-0.51, -11.33, 14.40], [-0.72, -12.86, 14.28], [0.49, -13.62, 14.15], [1.27, -13.52, 15.36], [-2.80, -8.65, 10.44], [-3.80, -10.14, 10.52], [-2.09, -10.27, 10.54], [-1.88, -7.86, 12.52], [-1.02, -9.35, 12.33], [-2.56, -8.79, 14.88], [-0.83, -8.61, 14.63], [-2.57, -10.95, 14.96], [0.20, -11.00, 15.15], [-0.09, -11.04, 13.43], [-1.08, -13.09, 13.28], [-1.41, -13.25, 15.03], [0.81, -13.86, 16.29], [1.67, -12.51, 15.35], [2.07, -14.22, 15.14], [2.85, -24.37, 28.37], [1.77, -24.42, 27.36], [1.85, -23.33, 26.38], [0.53, -23.19, 25.65], [0.28, -24.23, 24.62], [1.09, -24.13, 23.38], [0.46, -25.02, 22.29], [-0.77, -24.41, 21.83], [-1.42, -25.08, 20.74], [2.71, -23.52, 29.04], [3.86, -24.40, 27.97], [2.86, -25.28, 28.98], [2.68, -23.49, 25.68], [1.92, -22.41, 26.95], [0.47, -22.26, 25.07], [-0.33, -23.13, 26.32], [0.39, -25.16, 25.01], [2.04, -24.54, 23.71], [1.29, -23.17, 22.91], [0.26, -26.02, 22.69], [1.21, -25.20, 21.52], [-2.44, -24.73, 20.55], [-1.67, -26.14, 20.83], [-0.88, -24.98, 19.80], [-10.29, -11.75, 8.57], [-9.93, -11.97, 9.95], [-9.75, -13.36, 10.31], [-9.45, -13.57, 11.79], [-8.09, -13.21, 12.16], [-7.90, -13.57, 13.53], [-6.49, -13.29, 14.14], [-5.53, -14.01, 13.29], [-4.23, -14.05, 13.88], [-9.55, -12.24, 7.93], [-10.33, -10.68, 8.34], [-11.26, -12.17, 8.29], [-9.01, -13.77, 9.62], [-10.60, -14.00, 10.07], [-9.55, -14.65, 11.94], [-10.10, -12.95, 12.41], [-7.40, -13.76, 11.68], [-8.12, -14.63, 13.70], [-8.56, -13.01, 14.20], [-6.37, -13.68, 15.15], [-6.11, -12.28, 14.23], [-4.10, -14.65, 14.78], [-3.82, -13.04, 13.92], [-3.75, -14.66, 13.11], [-0.35, -21.84, 18.42], [-1.72, -21.44, 18.59], [-2.02, -20.33, 17.75], [-3.37, -19.62, 18.06], [-4.11, -19.06, 17.00], [-3.46, -17.84, 16.47], [-3.30, -16.71, 17.55], [-3.01, -15.48, 16.89], [-3.12, -14.25, 17.65], [-0.19, -22.63, 19.17], [0.42, -21.07, 18.52], [-0.14, -22.33, 17.47], [-2.05, -20.73, 16.73], [-1.18, -19.64, 17.65], [-3.45, -19.01, 18.97], [-3.97, -20.49, 18.32], [-4.16, -19.71, 16.23], [-4.01, -17.35, 15.66], [-2.49, -18.16, 16.10], [-2.47, -16.93, 18.22], [-4.17, -16.69, 18.20], [-2.32, -14.42, 18.37], [-4.10, -14.10, 18.10], [-2.72, -13.46, 17.02], [-2.00, -27.19, 16.79], [-3.00, -26.16, 16.77], [-2.41, -24.84, 16.94], [-3.57, -23.81, 16.94], [-3.83, -23.43, 15.53], [-4.98, -22.44, 15.43], [-5.51, -22.25, 13.98], [-4.53, -21.39, 13.29], [-4.89, -20.59, 12.18], [-2.39, -28.21, 16.76], [-1.31, -27.11, 17.63], [-1.32, -27.15, 15.93], [-1.72, -24.60, 16.13], [-1.86, -24.66, 17.87], [-3.24, -22.90, 17.44], [-4.39, -24.26, 17.50], [-4.13, -24.29, 15.09], [-4.64, -21.51, 15.89], [-5.86, -22.74, 16.00], [-6.38, -21.59, 14.03], [-5.70, -23.17, 13.42], [-5.52, -21.13, 11.47], [-4.06, -20.34, 11.52], [-5.53, -19.73, 12.34], [-7.11, -14.77, 17.24], [-6.89, -13.86, 17.44], [-8.00, -14.73, 16.89], [-2.00, -20.15, 13.40], [-2.23, -19.22, 13.40], [-2.84, -20.61, 13.37], [-4.25, -11.19, 16.93], [-4.02, -11.01, 17.84], [-4.78, -10.44, 16.67], [-3.15, -21.67, 20.84], [-2.77, -21.67, 19.96], [-4.09, -21.56, 20.70], [-6.40, -17.06, 14.11], [-6.44, -16.13, 14.33], [-6.69, -17.50, 14.90], [-1.28, -22.62, 14.75], [-1.52, -21.79, 14.34], [-2.10, -22.97, 15.10], [-6.60, -17.73, 16.96], [-6.60, -16.88, 17.41], [-5.76, -18.13, 17.19]]}

| no. | frontier orbital gap (Eh) |
| --- | --- |
| 1 | 0.2820 |
| 2 | 0.2966 |